*P*
The following is a quantum chemistry calculation of one molecule with the formula C2H5IO2, from OMol25.

XYZ file:
```
10
C2H5IO2 | OMol25 | ωB97M-V/def2-TZVPD
C -1.038 -0.997 -0.032
C 0.716 0.532 0.192
O 0.904 2.036 0.131
O -0.412 0.205 -0.497
I 2.553 -0.449 -0.464
H -1.879 -1.082 -0.728
H -1.420 -0.803 1.029
H -0.399 -1.743 -0.173
H 0.557 0.086 1.164
H 0.418 2.215 -0.622
```

Output
* E_HOMO: -9.6 eV
* structure (SMILES): CO[C@H](O)I
* 2S+1: 1
* total charge: 0
* lowest unoccupied orbital energy: 0.5 eV

=====

*Q*
The following is a quantum chemistry calculation of one molecule with the formula C2H5IO2, from OMol25.

XYZ file:
```
10
C2H5IO2 | OMol25 | ωB97M-V/def2-TZVPD
C -1.166 -0.916 -0.017
C 0.706 0.511 0.163
O 0.688 1.880 0.135
O -0.278 0.029 -0.636
I 2.713 -0.516 -0.331
H -1.685 -1.278 -0.858
H -1.860 -0.276 0.639
H -0.473 -1.629 0.374
H 0.505 0.022 1.370
H 0.851 2.173 -0.839
```

Output
* E_HOMO: -9.4 eV
* structure (SMILES): CO[C@H](O)I
* 2S+1: 1
* total charge: 0
* lowest unoccupied orbital energy: 0.3 eV

=====

Relative calculated energies, zero for the most stable structure, unit kJ/mol: *P* 0.0; *Q* 31.1.

=====

*P*
The following is a quantum chemistry calculation of a 2-piece molecular cluster, CH3NO4 overall, from OMol25.

XYZ file:
```
9
CH3NO4 | OMol25 | ωB97M-V/def2-TZVPD
C -1.270 0.473 1.255
N 2.058 -0.744 -1.245
O 1.928 -1.587 -2.045
O 0.848 0.057 -0.927
O -0.113 0.712 1.477
O -1.808 0.020 0.184
H -1.932 0.515 2.028
H 1.266 0.533 -0.200
H -0.976 0.022 -0.528
```

Output
* E_HOMO: -10.7 eV
* structure (SMILES): O=CO.O=NO
* 2S+1: 1
* total charge: 0
* lowest unoccupied orbital energy: -0.4 eV

=====

*Q*
The following is a quantum chemistry calculation of one molecule with the formula CH3NO4, from OMol25.

XYZ file:
```
9
CH3NO4 | OMol25 | ωB97M-V/def2-TZVPD
C -0.199 1.539 0.298
N 0.102 -0.922 0.312
O -0.925 -1.768 0.079
O -0.318 0.446 -0.399
O 1.158 -1.267 -0.495
O 0.261 1.709 1.350
H -0.761 2.454 -0.131
H 1.762 -0.619 -0.155
H -1.080 -1.571 -0.859
```

Output
* E_HOMO: -10.4 eV
* structure (SMILES): O=CON(O)O
* 2S+1: 1
* total charge: 0
* lowest unoccupied orbital energy: 0.7 eV

=====

Relative calculated energies, zero for the most stable structure, unit kJ/mol: *P* 0.0; *Q* 173.8.

=====

*P*
The following is a quantum chemistry calculation of one molecule with the formula CH3NO4, from OMol25.

XYZ file:
```
9
CH3NO4 | OMol25 | ωB97M-V/def2-TZVPD
C 0.856 0.188 -0.521
N -1.351 -0.183 0.222
O -0.863 -1.119 0.759
O -2.459 0.208 0.181
O 1.406 0.302 0.695
O -0.475 0.670 -0.522
H 1.349 0.797 -1.420
H 0.801 -0.817 -0.770
H 0.736 -0.047 1.377
```

Output
* E_HOMO: -11.3 eV
* structure (SMILES): O=[N+]([O-])OCO
* 2S+1: 1
* total charge: 0
* lowest unoccupied orbital energy: 0.1 eV

=====

*Q*
The following is a quantum chemistry calculation of one molecule with the formula CH3NO4, from OMol25.

XYZ file:
```
9
CH3NO4 | OMol25 | ωB97M-V/def2-TZVPD
C -0.844 -0.339 0.890
N 1.108 1.003 -0.171
O -1.201 0.663 1.400
O -2.413 -2.028 1.001
O 0.689 -0.302 0.105
O -1.119 -1.557 0.521
H 1.571 1.371 0.661
H 1.549 0.832 -1.076
H -2.484 -2.201 1.944
```

Output
* E_HOMO: -8.9 eV
* structure (SMILES): NOC(=O)OO
* 2S+1: 1
* total charge: 0
* lowest unoccupied orbital energy: 0.0 eV

=====

Relative calculated energies, zero for the most stable structure, unit kJ/mol: *P* 0.0; *Q* 130.0.

=====

*P*
The following is a quantum chemistry calculation of a 2-piece molecular cluster, C3H10NO overall, from OMol25.

XYZ file:
```
15
C3H10NO | OMol25 | ωB97M-V/def2-TZVPD
C -0.817 -2.773 0.717
H -1.512 -3.366 1.318
H 0.191 -2.913 1.109
H -1.080 -1.696 0.820
H -0.873 -3.071 -0.330
C -0.116 0.478 0.026
O -1.079 0.315 0.948
C 0.279 1.958 -0.151
N 1.258 2.275 -1.191
H 0.849 -0.064 0.242
H -0.383 0.109 -1.014
H -0.640 2.530 -0.314
H 0.664 2.312 0.810
H 1.054 1.837 -2.077
H 2.204 2.069 -0.912
```

Output
* E_HOMO: -2.4 eV
* 2S+1: 1
* total charge: -1
* lowest unoccupied orbital energy: 4.5 eV

=====

*Q*
The following is a quantum chemistry calculation of a 2-piece molecular cluster, C3H10NO overall, from OMol25.

XYZ file:
```
15
C3H10NO | OMol25 | ωB97M-V/def2-TZVPD
C -1.139 -0.273 -2.719
O -1.176 -1.281 -1.824
H -1.348 0.774 -2.327
H -0.163 -0.126 -3.232
H -1.898 -0.408 -3.523
C 1.412 -0.167 2.203
C 0.115 0.317 1.518
N 0.283 0.359 0.076
H 2.205 0.196 1.554
H 1.507 0.271 3.198
H 1.431 -1.253 2.263
H -0.772 -0.279 1.791
H -0.129 1.326 1.852
H -0.344 1.028 -0.366
H 0.016 -0.484 -0.464
```

Output
* E_HOMO: -2.3 eV
* 2S+1: 1
* total charge: -1
* lowest unoccupied orbital energy: 4.1 eV

=====

*R*
The following is a quantum chemistry calculation of a 2-piece molecular cluster, C3H10NO overall, from OMol25.

XYZ file:
```
15
C3H10NO | OMol25 | ωB97M-V/def2-TZVPD
C 0.742 1.975 -0.023
C 0.480 0.551 -0.548
N 0.860 0.465 -1.960
H 0.104 2.718 -0.508
H 0.628 1.990 1.131
H 1.818 2.203 -0.157
H 1.023 -0.211 0.081
H -0.642 0.225 -0.439
H 1.020 -0.524 -2.274
H 0.036 0.714 -2.552
C -1.173 -1.545 1.829
O -0.796 -1.446 0.512
H -2.052 -2.137 1.982
H -0.364 -1.978 2.456
H -1.517 -0.579 2.349
```

Output
* E_HOMO: -2.0 eV
* 2S+1: 1
* total charge: -1
* lowest unoccupied orbital energy: 4.4 eV

=====

Relative calculated energies, zero for the most stable structure, unit kJ/mol: *P* 0.0; *Q* 24.2; *R* 96.8.

=====

*P*
The following is a quantum chemistry calculation of one molecule with the formula CH5N3, from OMol25.

XYZ file:
```
9
CH5N3 | OMol25 | ωB97M-V/def2-TZVPD
N 1.912 -0.094 0.157
N -1.687 0.239 -0.022
C -0.431 -0.269 0.192
N 0.612 0.311 -0.256
H 2.548 0.642 -0.147
H 1.566 -0.643 -0.824
H -1.715 1.235 -0.189
H -2.420 -0.108 0.574
H -0.386 -1.314 0.516
```

Output
* E_HOMO: -8.3 eV
* structure (SMILES): N/C=N/N
* 2S+1: 1
* total charge: 0
* lowest unoccupied orbital energy: 1.2 eV

=====

*Q*
The following is a quantum chemistry calculation of one molecule with the formula CH5N3, from OMol25.

XYZ file:
```
9
CH5N3 | OMol25 | ωB97M-V/def2-TZVPD
C 0.341 -0.320 0.949
N -0.824 0.905 -0.868
N -0.832 -0.486 -1.310
N -0.828 -0.090 0.103
H 0.309 -1.143 1.609
H 1.345 -0.253 0.652
H 0.252 0.579 1.538
H 0.084 1.364 -0.989
H 0.153 -0.555 -1.684
```

Output
* E_HOMO: -9.3 eV
* structure (SMILES): Cn1[nH][nH]1
* 2S+1: 1
* total charge: 0
* lowest unoccupied orbital energy: 0.9 eV

=====

Relative calculated energies, zero for the most stable structure, unit kJ/mol: *P* 0.0; *Q* 138.8.

=====

*P*
The following is a quantum chemistry calculation of CH3N5 as an isolated structure, from OMol25.

XYZ file:
```
9
CH3N5 | OMol25 | ωB97M-V/def2-TZVPD
N -1.582 -0.066 0.284
C -0.264 0.070 -0.026
N 0.628 -0.925 0.005
N 1.854 -0.244 -0.319
N 1.581 1.024 -0.475
N 0.293 1.239 -0.382
H -1.973 -0.993 0.212
H -2.173 0.680 -0.048
H 1.635 -0.785 0.749
```

Output
* E_HOMO: -9.8 eV
* 2S+1: 1
* total charge: 0
* lowest unoccupied orbital energy: 0.8 eV

=====

*Q*
The following is a quantum chemistry calculation of one molecule with the formula CH3N5, from OMol25.

XYZ file:
```
9
CH3N5 | OMol25 | ωB97M-V/def2-TZVPD
C 0.160 -0.417 0.592
H 0.194 -0.179 2.488
H -0.377 0.087 -2.224
H 1.369 0.641 -0.230
N 0.863 -0.348 1.715
N -1.361 -0.329 0.301
N -1.457 0.096 -0.787
N -0.182 0.447 -1.299
N 0.791 0.003 -0.555
```

Output
* E_HOMO: -9.4 eV
* structure (SMILES): [H]/N=c1\nn[nH][nH]1
* 2S+1: 1
* total charge: 0
* lowest unoccupied orbital energy: 0.4 eV

=====

Relative calculated energies, zero for the most stable structure, unit kJ/mol: *P* 0.0; *Q* 68.5.

=====

*P*
The following is a quantum chemistry calculation of a 3-piece molecular cluster, C4H14N2O2 overall, from OMol25.

XYZ file:
```
22
C4H14N2O2 | OMol25 | ωB97M-V/def2-TZVPD
C -0.140 -2.583 -1.125
C -0.682 -1.511 -2.098
C -0.483 -0.119 -1.620
C 0.637 0.558 -1.889
N -1.137 0.292 -0.436
N 1.087 -3.158 -1.674
H 0.061 -2.106 -0.159
H -0.889 -3.362 -0.935
H -1.702 -1.633 -2.472
H -0.158 -1.749 -3.027
H 0.897 1.559 -1.587
H 1.419 0.223 -2.574
H -2.139 0.447 -0.354
H -0.700 1.104 -0.030
H 1.547 -2.539 -2.311
H 1.665 -3.602 -0.984
H -1.495 0.705 6.963
H -0.078 1.071 6.763
O -0.872 1.405 7.188
H 1.473 5.598 1.065
H 0.959 4.434 0.264
O 0.730 4.967 1.031
```

Output
* E_HOMO: -8.5 eV
* structure (SMILES): C=C(N)CCN.O.O
* 2S+1: 1
* total charge: 0
* lowest unoccupied orbital energy: 0.6 eV

=====

*Q*
The following is a quantum chemistry calculation of a 2-piece molecular cluster, C4H14N2O2 overall, from OMol25.

XYZ file:
```
22
C4H14N2O2 | OMol25 | ωB97M-V/def2-TZVPD
C 0.207 1.838 -1.460
O 0.365 3.150 -0.924
C 0.038 0.872 -0.302
C -0.060 -0.578 -0.763
C -0.803 -1.453 0.258
N -2.157 -1.887 -0.116
N 1.107 0.988 0.685
H 1.095 1.548 -2.045
H -0.644 1.807 -2.150
H 0.794 3.710 -1.585
H -0.875 1.149 0.215
H 0.929 -1.017 -0.897
H -0.552 -0.641 -1.729
H -0.855 -0.975 1.234
H -0.243 -2.365 0.440
H -2.538 -1.329 -0.869
H -2.129 -2.837 -0.461
H 1.964 0.619 0.277
H 1.195 1.960 0.944
H 0.559 -1.806 2.555
H 1.401 -0.906 3.420
O 1.202 -1.846 3.274
```

Output
* E_HOMO: -9.3 eV
* structure (SMILES): NCC[C@@H](N)CO.O
* 2S+1: 1
* total charge: 0
* lowest unoccupied orbital energy: 0.7 eV

=====

*R*
The following is a quantum chemistry calculation of a 4-piece molecular cluster, C4H14N2O2 overall, from OMol25.

XYZ file:
```
22
C4H14N2O2 | OMol25 | ωB97M-V/def2-TZVPD
C 2.024 0.654 -0.209
C 1.653 2.114 -0.213
N 1.058 -0.341 -1.231
O 0.553 0.146 -2.487
H 0.394 1.079 -2.236
H 1.277 -1.317 -1.061
H 2.946 0.489 -0.781
H 2.324 0.358 0.794
H 2.479 2.761 0.102
H 0.766 2.298 0.393
H 1.400 2.439 -1.225
C -2.290 -0.881 1.738
C -1.853 -1.331 -0.568
N -1.386 -1.330 0.689
O 0.208 -0.222 1.251
H 0.759 -0.675 1.911
H -1.431 -1.948 -1.363
H -2.822 -1.750 2.136
H -3.032 -0.136 1.421
H -1.703 -0.383 2.517
H -0.378 -0.678 -0.889
H -2.945 -1.348 -0.688
```

Output
* E_HOMO (alpha / beta): -6.7 / -6.7 eV
* 2S+1: 1
* total charge: 0
* lowest unoccupied orbital energy (alpha / beta): 0.7 / 0.7 eV

=====

*S*
The following is a quantum chemistry calculation of a 2-piece molecular cluster, C4H14N2O2 overall, from OMol25.

XYZ file:
```
22
C4H14N2O2 | OMol25 | ωB97M-V/def2-TZVPD
N 0.280 0.922 -1.921
C -0.149 0.161 -0.724
C -1.042 1.118 0.213
C -2.223 1.617 -0.633
O -3.312 1.900 0.317
C 1.027 -0.433 0.132
N 2.065 -0.884 -0.864
H 0.583 0.333 -2.633
H 1.171 1.422 -1.702
H -4.179 1.524 0.166
H -0.774 -0.707 -1.037
H -0.461 1.789 0.725
H -1.464 0.360 0.995
H -1.949 2.539 -1.081
H -2.435 0.942 -1.361
H 0.581 -1.314 0.703
H 1.379 0.396 0.734
H 2.969 -0.741 -0.570
H 1.938 -1.938 -0.982
H 2.010 -3.272 2.463
H 2.367 -2.672 3.747
O 1.615 -3.062 3.312
```

Output
* E_HOMO: -9.1 eV
* structure (SMILES): NC[C@H](N)CCO.O
* 2S+1: 1
* total charge: 0
* lowest unoccupied orbital energy: 0.5 eV

=====

Relative calculated energies, zero for the most stable structure, unit kJ/mol: *P* 93.9; *Q* 0.0; *R* 939.6; *S* 107.8.

=====

*P*
The following is a quantum chemistry calculation of a 3-piece molecular cluster, C4H14N2O2 overall, from OMol25.

XYZ file:
```
22
C4H14N2O2 | OMol25 | ωB97M-V/def2-TZVPD
C 1.711 -0.212 0.484
C 1.351 0.397 -0.874
C -0.046 0.744 -1.313
C -0.851 -0.035 -2.034
N -2.132 0.393 -2.393
N 0.610 -0.747 1.299
H 2.486 0.252 1.099
H 2.315 -1.127 0.276
H 1.836 1.380 -0.888
H 1.889 -0.044 -1.732
H -0.326 1.757 -1.072
H -0.599 -1.047 -2.326
H -2.750 -0.208 -2.910
H -2.344 1.351 -2.193
H 0.344 -0.075 2.008
H -0.179 -0.993 0.708
H -0.337 2.203 4.320
H -0.667 3.755 4.133
O -0.042 3.064 4.018
H 0.408 -3.300 -0.887
H -0.294 -3.203 0.488
O -0.384 -3.516 -0.436
```

Output
* E_HOMO: -7.9 eV
* structure (SMILES): N/C=C/CCN.O.O
* 2S+1: 1
* total charge: 0
* lowest unoccupied orbital energy: 0.8 eV

=====

*Q*
The following is a quantum chemistry calculation of a 2-piece molecular cluster, C4H14N2O2 overall, from OMol25.

XYZ file:
```
22
C4H14N2O2 | OMol25 | ωB97M-V/def2-TZVPD
C -1.127 0.079 -0.289
N -2.023 -0.678 0.568
C -3.092 -1.458 -0.162
O -2.498 -2.680 -0.532
C 0.149 0.474 0.470
N 1.300 0.446 -0.447
C 2.613 0.372 0.300
H -1.623 0.954 -0.709
H -0.756 -0.589 -1.090
H -1.490 -1.380 1.075
H -3.886 -1.670 0.557
H -3.389 -0.841 -1.046
H -2.919 -3.442 -0.131
H -0.108 1.508 0.774
H 0.308 -0.197 1.314
H 1.348 -0.465 -0.908
H 2.925 -0.589 0.698
H 2.726 1.197 0.994
H 3.278 0.637 -0.553
H 3.276 3.684 0.557
H 3.466 2.819 -0.763
O 3.853 3.094 0.077
```

Output
* E_HOMO: -8.8 eV
* structure (SMILES): CNCCNCO.O
* 2S+1: 1
* total charge: 0
* lowest unoccupied orbital energy: 0.9 eV

=====

*R*
The following is a quantum chemistry calculation of a 3-piece molecular cluster, C4H14N2O2 overall, from OMol25.

XYZ file:
```
22
C4H14N2O2 | OMol25 | ωB97M-V/def2-TZVPD
C -0.823 0.864 1.003
C -0.273 1.104 -0.414
C 0.814 0.188 -0.963
C 2.835 1.011 -0.279
N 1.938 0.178 -0.026
N -1.710 -0.282 1.033
H -1.339 1.793 1.229
H 0.045 0.706 1.657
H -1.119 1.188 -1.088
H 0.158 2.107 -0.391
H 1.093 0.537 -1.960
H 0.433 -0.839 -1.042
H 3.603 1.349 0.416
H 2.980 1.595 -1.201
H -2.183 -0.459 1.902
H -1.339 -1.146 0.677
H -2.828 0.511 -1.028
H -2.219 -0.395 -2.189
O -3.005 -0.147 -1.706
H 0.836 -1.463 1.320
H 0.680 -2.815 0.596
O 1.017 -2.404 1.396
```

Output
* E_HOMO: -9.2 eV
* structure (SMILES): C=NCCCN.O.O
* 2S+1: 1
* total charge: 0
* lowest unoccupied orbital energy: 0.7 eV

=====

Relative calculated energies, zero for the most stable structure, unit kJ/mol: *P* 11.8; *Q* 24.8; *R* 0.0.